1.
ORCA calculation (wB97M-V/def2-TZVPD) on a cluster of 2 separate species, C7H14N2O2 in total at a distorted geometry.

Results
* E_LUMO (spin up / spin down): 0.29 / 0.29 eV
* HOMO level (spin up / spin down): -7.29 / -7.29 eV
* frontier orbital gap (spin up / spin down): 7.577 / 7.582 eV
* energy relative to the best compared isomer or geometry (same formula, charge and spin): 7.0327 eV
* M: 158.20 g/mol

```
25
Properties=species:S:1:pos:R:3:forces:R:3:mulliken_charge:R:1
C -0.762090 -0.120840 2.196020 -2.0195 1.2598 -3.0257 -0.6041
C -1.837794 0.343321 -0.342415 -1.8100 -1.8605 2.6980 0.6007
C 0.039351 -1.413265 -1.665761 -0.1110 -0.9626 2.3012 -0.7643
C 1.202830 -1.065725 3.324193 1.0716 3.1336 0.8629 -0.8837
C -0.023578 1.955719 -0.037586 -0.1812 -3.0963 2.8320 -0.8458
C 0.483329 -0.173465 -2.433446 -1.9438 -0.3624 0.3823 -0.4040
C -0.579462 0.992869 -2.281945 3.9368 0.2925 1.9745 -0.8190
N 0.458776 -0.428650 2.156378 -0.1533 -2.3848 2.4824 0.4457
N -0.992634 1.136391 -0.783514 1.5313 2.7618 -3.1582 0.0961
O -2.794789 -0.321265 -0.416138 0.6059 0.3739 -0.2083 -0.3619
O 1.137191 -0.534258 1.090607 1.7090 0.5867 -1.7178 -0.7890
H -1.465227 -0.328867 2.964013 0.3213 -0.0194 1.3932 0.2873
H 0.572080 -2.364106 -1.886784 -0.3154 0.7144 -0.5666 0.3562
H 0.382258 -1.267479 -0.564122 -1.0072 -0.0696 -1.5553 0.0821
H -1.074307 -1.627060 -1.666988 1.3130 0.2336 -0.2560 0.2699
H 2.266978 -0.568242 3.225462 -1.7173 -1.9976 -0.1107 0.2712
H 0.878148 -0.532315 4.273251 -0.2387 -1.1575 -0.9614 0.3503
H 1.055891 -2.165073 3.338048 0.5617 0.8960 -0.1227 0.2846
H 0.256771 2.839584 -0.518653 0.1558 1.0938 -1.1877 0.2672
H -0.442660 2.189854 1.003085 0.7408 -0.5933 -1.6101 0.3009
H 0.748832 1.126058 0.005586 0.2162 1.7606 0.8974 0.3971
H 0.426756 -0.353707 -3.499646 0.6395 -0.0347 -0.3911 0.3718
H 1.476941 0.031130 -2.058920 0.2208 0.6710 -0.3929 0.3385
H 0.017242 1.930957 -2.616734 -1.9127 -1.2067 0.6454 0.2538
H -1.430834 0.718435 -2.803991 -1.6137 -0.0322 -1.2044 0.4984
```
Forces are in eV/Å.

=====

2.
ORCA calculation (wB97M-V/def2-TZVPD) on the molecule CH3Cl2P at a distorted geometry.

Results
* E_LUMO: -0.91 eV
* HOMO level: -10.39 eV
* SMILES string: ClCPCl
* frontier orbital gap: 9.471 eV
* energy relative to the best compared isomer or geometry (same formula, charge and spin): 2.0148 eV
* M: 116.91 g/mol

```
7
Properties=species:S:1:pos:R:3:forces:R:3:mulliken_charge:R:1
Cl 2.082831 -0.070398 0.279579 -1.0995 0.2362 -0.8293 -0.2166
C 0.367638 0.275536 -0.518912 1.4885 1.1000 3.4058 -0.4493
P -0.588778 -1.118012 0.271856 -1.9490 1.9798 -1.2392 0.1945
Cl -2.595250 0.215683 0.293166 2.1460 -1.5590 0.2570 -0.3238
H 0.211291 1.376290 -0.339150 -0.4066 -1.4208 0.5170 0.3286
H 0.563062 0.225973 -1.520117 0.2339 -0.8168 -2.6731 0.3610
H -0.040796 -0.905075 1.533580 -0.4131 0.4806 0.5618 0.1055
```
Forces are in eV/Å.

=====

3.
ORCA calculation (wB97M-V/def2-TZVPD) on a structure of composition C38H42Br2ClLuN8O4P at a distorted geometry.

Results
* E_LUMO: -2.84 eV
* HOMO level: -9.40 eV
* frontier orbital gap: 6.557 eV
* net charge: +1
* energy relative to the best compared isomer or geometry (same formula, charge and spin): 0.0000 eV
* M: 1076.01 g/mol

```
97
Properties=species:S:1:pos:R:3:forces:R:3:mulliken_charge:R:1
Lu -1.663050 0.330205 -0.482067 0.6112 0.6252 0.9182 2.1705
C -2.775943 3.483934 -1.752660 0.0128 0.0409 0.1630 -0.9812
O -1.637682 2.633772 -1.576076 0.3061 -0.3113 -0.0425 0.4026
C -0.432323 3.057636 -2.064115 -0.4042 0.1545 0.0110 0.0405
C -0.151782 4.386058 -2.341986 -0.0256 0.2083 -0.0041 -0.3901
C 1.097236 4.736199 -2.846357 0.0206 0.0004 0.0059 -0.8327
C 2.048552 3.754711 -3.081336 0.0172 -0.1371 0.0149 -0.9049
C 1.757369 2.422741 -2.795683 0.1528 0.0860 -0.0512 -0.4157
C 0.523884 2.065243 -2.270281 0.0479 -0.2042 -0.0634 0.1127
N 0.126363 0.728090 -1.945892 -0.1712 0.5840 -0.0265 0.6507
N 0.989789 -0.124117 -2.278200 0.7172 -0.8688 -0.4876 -0.7180
C 0.775145 -1.460702 -2.239715 0.4160 -0.2212 0.0416 -0.4029
C -0.495365 -2.072994 -2.025758 0.1502 0.0805 -0.1017 0.4819
O -1.513872 -1.436543 -1.608707 0.0669 -0.6959 -0.5784 -0.4329
C -0.635631 -3.468346 -2.332330 -0.1662 -0.1507 0.0407 -1.0140
C 0.430454 -4.227410 -2.648085 0.1955 -0.1672 -0.0269 -0.7428
C 1.759234 -3.682195 -2.745729 -0.1579 -0.1252 -0.0167 0.8979
C 2.859427 -4.508623 -3.041433 -0.0809 -0.0889 0.0350 -1.0074
C 4.117829 -3.981791 -3.177899 0.0891 0.0448 -0.0284 -0.6821
C 4.299055 -2.597946 -3.038234 -0.0067 0.0346 0.0265 -0.7591
C 3.234606 -1.774249 -2.745400 -0.1116 -0.0378 -0.0157 -0.4730
C 1.935572 -2.299380 -2.582508 -0.2145 0.3885 0.0325 1.2375
H -2.836530 3.799133 -2.789741 0.0073 0.0631 -0.1344 0.4001
H -2.714840 4.346533 -1.088450 0.0090 0.0193 0.0156 0.2891
H -3.635273 2.881236 -1.498458 -0.0939 -0.1116 0.0468 0.1557
H -0.908322 5.148570 -2.190886 0.0815 -0.1009 -0.0299 0.5374
H 1.310555 5.775598 -3.073154 -0.0264 -0.1079 -0.0042 0.4495
H 3.010989 4.017421 -3.506332 -0.0758 -0.0366 0.0575 0.4332
H 2.482042 1.641995 -2.988777 -0.0435 0.0577 -0.0037 0.3542
H -1.638015 -3.881572 -2.271891 0.1098 0.0512 0.0167 0.6346
H 0.296832 -5.289050 -2.842240 0.0365 0.1002 0.0045 0.4211
H 2.695451 -5.575512 -3.162907 -0.0044 0.0942 0.0007 0.4322
H 4.960550 -4.623938 -3.406603 -0.0602 0.0599 0.0173 0.4269
H 5.289105 -2.171548 -3.165219 -0.0968 -0.0279 0.0137 0.4275
H 3.381537 -0.707286 -2.644948 0.0152 -0.0138 -0.0040 0.2454
Br -5.555447 0.474772 -3.634910 -0.0401 -0.0222 0.0118 -0.1852
C -5.492372 -0.528452 -2.038100 -0.1114 0.0117 -0.1683 -0.1814
C -6.534690 -1.433331 -1.755187 0.0898 0.2234 -0.3038 -0.3823
C -6.537387 -2.133620 -0.594120 -0.0822 -0.1488 0.2146 -0.0687
Br -7.980568 -3.304170 -0.236867 -0.0084 -0.0356 0.0376 -0.2216
C -5.488717 -1.977218 0.342414 0.1277 -0.0314 0.1410 0.7213
C -5.437470 -2.595376 1.612445 -0.0584 -0.0628 0.0081 -0.7894
C -4.392582 -2.340024 2.453914 -0.0576 -0.0732 0.1457 -0.9787
C -3.351770 -1.505938 2.015449 -0.0124 0.0771 0.3111 -0.5766
N -3.346551 -0.937914 0.844411 -0.3352 0.0781 -0.8554 0.3445
C -4.422245 -1.114247 0.011808 0.0796 0.0253 0.2707 0.5369
C -4.430968 -0.328129 -1.185910 0.2189 0.4136 -0.1224 -0.1689
O -3.478434 0.562784 -1.396801 -1.1873 -0.5943 -0.2830 -0.5445
H -7.342691 -1.553016 -2.464158 0.0414 0.0376 -0.0088 0.4439
H -6.244356 -3.253727 1.913127 0.0589 0.0510 -0.0244 0.3472
H -4.349979 -2.779754 3.443674 -0.0068 0.0412 -0.0853 0.4752
H -2.492304 -1.306040 2.648631 -0.0066 -0.0366 -0.0103 0.4987
C 2.636922 -0.761394 0.605251 0.0337 -0.1327 0.1726 -0.6724
N 1.933883 -1.784870 1.359795 -0.0336 -0.0160 0.1322 0.6903
C 2.793082 -2.806691 1.962497 -0.0948 0.1670 -0.2036 -0.6866
C 1.980133 -3.676313 2.885367 -0.1181 0.0718 0.0334 -0.6856
C 0.821911 -4.228062 2.089985 -0.0808 0.1192 -0.1579 -0.7047
N 0.033193 -3.134444 1.515288 -0.0260 0.0149 0.0702 0.4679
C -1.304131 -3.523865 1.068060 0.3741 -0.0711 0.1569 -1.1192
C 0.579227 -1.931202 1.206078 0.1415 -0.1778 -0.2273 -0.5134
O -0.103914 -0.969989 0.782294 -0.1669 -0.0023 -0.0296 -0.1341
H 3.333900 -0.227449 1.256958 -0.0173 0.0121 0.0362 0.5127
H 1.924182 -0.070804 0.175815 -0.0934 0.0956 -0.0324 -0.8415
H 3.209873 -1.215478 -0.207868 0.0011 -0.0084 0.0386 0.5357
H 3.586482 -2.293659 2.506989 0.0415 0.0573 -0.0072 0.3311
H 3.266987 -3.411537 1.181707 0.0129 0.0073 -0.0488 0.3330
H 1.596789 -3.073650 3.713698 0.0466 -0.0694 0.0298 0.2805
H 2.589231 -4.480798 3.295173 -0.0122 0.0002 -0.0203 0.3791
H 0.155927 -4.811289 2.722467 -0.0794 -0.0395 0.0349 0.3712
H 1.183536 -4.886505 1.292402 -0.0245 -0.0207 -0.0198 0.3168
H -1.929230 -3.794962 1.917938 0.0194 -0.0113 0.0535 0.4036
H -1.216853 -4.390662 0.412661 0.0431 -0.0581 -0.0371 0.4304
H -1.773142 -2.723484 0.523173 0.0160 0.1294 -0.1577 0.1230
Cl -2.310087 1.852189 1.408496 -0.2548 0.6725 0.9988 -0.5010
C 0.921394 3.971796 3.661079 0.1767 -0.3267 -0.3332 -0.8112
N 0.916445 4.763700 2.339422 -0.0249 -0.2520 -0.1078 0.1501
C 2.367463 4.922790 1.869791 -0.0681 -0.3436 -0.0867 -0.7896
N 2.986999 3.650816 1.731392 -0.0829 -0.1036 -0.1418 0.2051
C 2.966891 2.938273 3.011183 -0.3179 0.0261 -0.2064 -0.9374
N 1.601787 2.730526 3.500622 -0.0883 -0.1174 -0.0677 0.1798
C 0.842586 1.765536 2.669801 0.2555 0.4175 -0.1446 -1.2560
P 0.602162 2.326850 0.902402 0.7905 0.3116 0.4512 2.2729
C 0.067181 4.076274 1.293894 0.2433 -0.1967 0.0581 -1.6994
C 2.395888 2.847264 0.628914 -0.0928 0.1415 0.2361 -1.7196
H -0.116299 3.815699 3.937826 -0.1316 -0.0017 0.0242 0.4062
H 1.419985 4.602550 4.392143 0.0946 0.0881 0.0538 0.3907
H 0.531031 5.687465 2.518541 -0.0904 0.1090 0.0134 0.3412
H 2.871223 5.522888 2.623623 0.0431 0.0437 0.1064 0.3619
H 2.340066 5.458441 0.923123 -0.0320 0.0086 -0.0562 0.4161
H 3.531022 3.511872 3.748304 -0.0215 0.0466 0.0046 0.2925
H 3.446215 1.969208 2.883857 -0.0072 0.0008 0.0037 0.3979
H -0.136958 1.597343 3.101398 -0.1784 -0.0364 0.1120 0.5286
H 1.371709 0.812071 2.657435 0.0258 -0.0133 0.0278 0.2757
H -0.951175 4.037656 1.649470 -0.3231 0.0511 0.1352 0.5835
H 0.116286 4.663375 0.379785 0.0222 0.1210 -0.0726 0.5522
H 2.435131 3.430358 -0.293893 0.0252 0.0354 0.0015 0.5781
H 3.020633 1.969677 0.465944 0.0213 0.0097 0.0517 0.2485
```
Forces are in eV/Å.

=====

4.
ORCA calculation (wB97M-V/def2-TZVPD) on a cluster of 2 separate species, C2H3Br in total at a distorted geometry.

Results
* E_LUMO (spin up / spin down): -0.68 / 0.33 eV
* HOMO level (spin up / spin down): -9.81 / -8.85 eV
* frontier orbital gap (spin up / spin down): 9.131 / 9.171 eV
* energy relative to the best compared isomer or geometry (same formula, charge and spin): 5.0728 eV
* M: 106.95 g/mol

```
6
Properties=species:S:1:pos:R:3:forces:R:3:mulliken_charge:R:1
C -0.652924 -0.113156 -0.372434 -2.6826 -3.3727 0.6522 -0.3238
C 0.276510 0.578873 0.167125 0.6901 -0.4279 0.5869 -0.1372
Br 1.049736 2.165470 -0.141556 0.4037 0.8401 -0.1171 -0.0330
H -1.109848 -1.135694 -0.032993 1.7715 1.6154 0.1070 0.1868
H -1.378392 0.141858 -1.100466 -0.1415 1.2531 -1.1992 0.2902
H 1.814917 -1.637351 1.480325 -0.0413 0.0920 -0.0299 0.0171
```
Forces are in eV/Å.

=====

5.
ORCA calculation (wB97M-V/def2-TZVPD) on a structure of composition C10H19N4O10P2SbSe4W at a distorted geometry.

Results
* E_LUMO (spin up / spin down): -2.08 / -2.09 eV
* HOMO level (spin up / spin down): -7.68 / -7.68 eV
* frontier orbital gap (spin up / spin down): 5.600 / 5.593 eV
* energy relative to the best compared isomer or geometry (same formula, charge and spin): 0.9567 eV
* M: 1038.67 g/mol

```
51
Properties=species:S:1:pos:R:3:forces:R:3:mulliken_charge:R:1
W 0.453424 0.026255 0.412638 -0.6077 0.4746 0.9870 1.7439
N -1.149205 -3.351503 0.569932 -0.0341 0.0479 -0.1454 -0.3697
C 0.208433 -3.803681 0.298987 0.0445 0.0152 0.0366 -0.8981
C 1.171958 -2.697010 0.644242 0.3082 0.1480 0.3450 0.6004
O 1.175399 -1.636191 -0.263805 -0.6078 0.8538 1.0664 -0.1436
N 1.838244 -2.690817 1.707312 0.2706 -0.3631 -0.2837 -0.3987
C 2.796321 -1.679219 2.125288 0.0414 0.1341 0.0420 -0.6714
C 2.997519 -0.444588 1.235043 0.3563 -0.2591 -0.1631 0.6492
O 3.850592 -0.376332 0.383822 -0.0078 0.1171 0.0361 -0.6559
O 2.098309 0.542450 1.456353 -1.0317 -0.8479 -0.9172 -0.5329
H -1.456416 -3.589287 1.504553 0.0269 0.0333 0.0211 0.1550
H -1.812733 -3.705519 -0.102067 -0.0169 -0.0742 0.0589 0.2198
H 0.301911 -4.038903 -0.762545 0.0538 0.0337 -0.0024 0.3419
H 0.515352 -4.677856 0.874837 -0.0380 -0.0244 -0.0051 0.3590
H 3.761972 -2.177412 2.206537 -0.0028 0.0084 0.0219 0.4439
H 2.486459 -1.353217 3.120989 0.0188 0.0250 -0.0023 0.2291
C 1.290950 -1.691308 -3.336777 -0.0275 -0.0039 0.0364 -1.4222
C 0.778872 -0.263283 -3.311032 -0.0408 0.0268 -0.1544 0.7356
O 0.463583 0.105501 -4.662968 0.1409 -0.0444 0.0386 -0.5996
P -0.853710 0.035736 -2.531256 -0.1405 0.1739 -0.1941 0.6870
O -1.195059 1.534305 -2.875597 0.0552 -0.0231 -0.0519 -0.6084
O -1.912780 -0.851893 -3.284545 -0.0887 0.0984 0.0918 -0.5302
O -1.066787 -0.235331 -1.054067 0.7056 -0.1323 0.1657 -0.6402
P 1.861884 1.043069 -2.548727 0.1063 0.0842 0.0652 0.7151
O 3.362724 0.578955 -2.447706 -0.1090 -0.1608 -0.1359 -0.5754
O 1.625742 2.199631 -3.448126 -0.0301 0.0071 0.0868 -0.8161
O 1.339562 1.169657 -1.109785 -0.0879 -0.4426 0.0535 -0.4941
H 0.539059 -2.346400 -3.777728 -0.0094 -0.0053 0.0141 0.4079
H 1.561867 -2.055768 -2.353059 -0.0043 -0.0030 0.0100 0.1128
H 2.172021 -1.703818 -3.977782 0.0018 0.0010 0.0120 0.3992
H 0.840295 0.995015 -4.797127 -0.0289 0.0228 0.0087 0.4805
H -0.412046 2.072212 -3.132981 -0.0198 -0.0021 0.0573 0.5117
H -2.029963 -0.588918 -4.208228 0.0692 -0.0474 -0.0523 0.4001
H 3.601890 0.245638 -1.558596 0.0670 0.0680 0.0668 0.4391
Se -2.498423 -2.714728 4.636730 -0.0179 -0.0886 0.0178 -0.5007
Sb -1.867212 -0.507372 5.181443 -0.3370 -0.1109 0.1982 0.7154
Se -0.781888 -0.403630 2.255169 0.7734 -0.1787 -1.6126 0.2781
Se 0.450181 -0.024009 5.325866 0.2840 0.1038 -0.0945 -0.4797
Se -3.427339 1.253157 5.023738 -0.0667 0.1466 0.0386 -0.4946
C -3.507572 3.605931 1.719052 0.0024 -0.0134 0.0334 -0.8162
N -2.167281 3.164487 1.357714 0.0249 0.1531 -0.1396 0.2483
C -0.985794 3.714464 1.803738 -0.0628 -0.0750 0.0957 -0.6371
C 0.010769 2.969499 1.267656 0.0335 0.0312 -0.1470 -0.5826
N -0.554839 1.976549 0.488349 -0.0054 0.0972 0.3266 0.1971
C -1.868602 2.132044 0.572813 0.0318 0.0272 0.0525 -0.4988
H -3.565543 4.688114 1.636004 -0.0100 0.0067 -0.0024 0.3328
H -3.728622 3.290687 2.737894 0.0133 -0.0022 0.0014 0.2348
H -4.221503 3.154204 1.035899 -0.0056 -0.0068 0.0092 0.2959
H -0.967183 4.555032 2.473719 0.0025 0.0229 -0.0278 0.4674
H 1.077257 3.060913 1.378594 -0.0014 -0.0194 0.0193 0.5157
H -2.602050 1.494492 0.109593 0.0082 -0.0335 0.0171 0.4496
```
Forces are in eV/Å.

=====

Q: Among the records above, which one has the lowest M?
A: C2H3Br